Below is a structure of composition C62H60CsN5O3S3Te in a non-equilibrium geometry, with properties calculated with wB97M-V/def2-TZVPD.

Its maximum force is 3.0 eV/Å. For the total energy, the calculation gives -4380.82640 Eh. The energy relative to the best compared isomer or geometry (same formula, charge and spin) is 47.9 kcal per mole. The calculation puts the HOMO energy at -1.360 eV. As for the spin multiplicity: 1. For the orbital gap, the calculation gives 4.8 eV. As for the net charge: -2.

Last column: Mulliken charge in e.
Cartesian coordinates (Å):
Cs 0.12061 -0.67705 0.64214  1.54
C -2.14383 1.35233 -2.07728  -1.96
N -3.12322 0.51091 -2.74159  0.48
C -2.76780 0.06794 -4.07359  -1.57
C -2.27001 -1.38334 -4.07996  -0.82
N -0.82547 -1.49869 -3.92418  1.07
C -0.45756 -2.84919 -3.54041  -0.92
C -0.00481 -1.00924 -4.99104  0.05
C -0.53199 -0.81717 -6.27364  -0.18
C 0.23061 -0.33540 -7.32790  -0.88
C 1.57409 -0.06308 -7.11103  -0.61
C 2.11573 -0.27743 -5.85503  -0.88
C 1.36566 -0.74126 -4.76210  -0.15
S 2.17010 -0.95617 -3.21209  -0.05
C -4.31738 0.07365 -2.15407  0.69
C -5.30998 -0.49853 -2.97751  -0.49
C -6.56621 -0.87183 -2.51899  -0.96
C -6.87183 -0.69118 -1.18253  -0.59
C -5.88436 -0.18977 -0.34624  -0.74
C -4.59389 0.18285 -0.75569  0.27
S -3.45951 0.64364 0.52135  -0.27
H -2.62633 2.13446 -1.49571  0.69
H -1.53003 1.80449 -2.85539  0.15
H -1.48582 0.80647 -1.40011  0.65
H -1.97536 0.70967 -4.44937  0.71
H -3.60154 0.19334 -4.76713  0.27
H -2.62098 -1.94662 -4.96417  0.20
H -2.72853 -1.86707 -3.21460  0.78
H -0.80575 -3.58875 -4.28561  0.30
H -0.90424 -3.08234 -2.57229  -0.01
H 0.62419 -2.92432 -3.43482  0.38
H -1.57194 -1.04378 -6.45826  0.27
H -0.22330 -0.18660 -8.30094  0.37
H 2.19889 0.32062 -7.91041  0.36
H 3.16136 -0.06540 -5.67736  0.43
H -5.12139 -0.64615 -4.02724  0.16
H -7.28422 -1.29216 -3.21425  0.34
H -7.84479 -0.95738 -0.78398  0.35
H -6.08158 -0.08854 0.71417  0.34
C 1.09593 5.07446 5.21003  -1.65
C 1.16715 3.96877 4.18828  -0.81
C 1.10221 2.64603 4.53658  -0.23
C 1.11917 1.61326 3.57449  0.57
C 0.78473 0.26135 3.95232  0.10
O 0.53103 -0.65748 3.16739  -0.16
C 0.66172 -0.09481 5.41877  -0.30
C -0.43379 0.29927 6.17796  0.04
C -0.55751 -0.11467 7.49762  -0.77
C 0.41598 -0.92171 8.07024  -0.35
C 1.50897 -1.32264 7.31252  -0.80
C 1.62690 -0.91621 5.99122  -0.03
C 1.38428 1.92603 2.17923  -0.30
O 1.69025 1.04359 1.35873  -0.88
C 1.26081 3.33655 1.81188  1.06
C 1.18531 4.27707 2.80907  -0.38
C 1.10216 3.74589 0.38919  -0.27
N 1.03984 2.89531 -0.55609  -0.01
C 0.76553 3.36618 -1.90930  -0.69
C 1.19227 2.33448 -2.93876  -0.93
Te 3.29592 1.99560 -3.11391  0.28
C 3.61164 4.12145 -3.37376  -0.63
C 3.12513 4.75365 -4.51981  -0.13
C 3.28896 6.11894 -4.71345  -0.65
C 3.96036 6.88227 -3.76552  -0.37
C 4.46257 6.26764 -2.62818  -0.57
C 4.28435 4.90141 -2.43637  0.05
C 0.90115 5.22021 0.14952  -0.38
C 1.97931 6.09531 0.11243  0.44
C 1.78080 7.44716 -0.13328  -0.98
C 0.49888 7.93587 -0.34024  -0.39
C -0.58359 7.06584 -0.30172  -0.94
C -0.38323 5.71525 -0.05739  0.32
H 1.21923 4.67806 6.21937  0.38
H 0.13457 5.59620 5.17440  0.30
H 1.87374 5.82592 5.04912  0.35
H 1.01439 2.38677 5.58618  0.35
H -1.19427 0.92637 5.72766  0.54
H -1.41695 0.19549 8.07965  0.38
H 0.31963 -1.24336 9.10005  0.38
H 2.27011 -1.95706 7.75081  0.39
H 2.46826 -1.23882 5.38897  0.45
H 1.12010 5.32422 2.53045  0.60
H 1.22901 4.33886 -2.10906  0.40
H -0.31627 3.50882 -2.01766  0.26
H 0.81045 2.59656 -3.92523  0.56
H 0.82599 1.34481 -2.67188  0.07
H 2.60559 4.16420 -5.26803  0.39
H 2.89673 6.58923 -5.60811  0.37
H 4.08454 7.94901 -3.91074  0.36
H 4.98051 6.85590 -1.87879  0.39
H 4.66636 4.43214 -1.53637  0.37
H 2.97877 5.70871 0.27224  0.53
H 2.62992 8.11897 -0.17002  0.39
H 0.34281 8.99054 -0.53249  0.35
H -1.58692 7.43740 -0.47034  0.40
H -1.22527 5.03293 -0.02800  0.61
O -0.74055 -3.20529 0.50272  -0.86
S -2.16277 -3.53827 0.21127  0.71
C -3.05866 -3.27138 1.77986  -1.31
C -2.48941 -3.97833 2.96919  0.46
C -1.24625 -3.61050 3.48662  -0.13
C -0.71707 -4.29073 4.57287  -0.87
C -1.42123 -5.33189 5.16446  -0.54
C -2.66876 -5.68748 4.67047  -0.56
C -3.19555 -5.01436 3.57625  -0.32
C -2.25941 -5.39119 0.11297  -1.50
C -0.93189 -6.02666 0.40260  0.23
C -0.68942 -6.67834 1.60583  -0.10
C 0.55202 -7.24453 1.86230  -0.76
C 1.56475 -7.16019 0.91830  -0.41
C 1.33190 -6.50547 -0.28434  -0.58
C 0.09206 -5.94347 -0.53808  0.15
H -4.09386 -3.55223 1.57880  0.51
H -3.01947 -2.18437 1.89044  0.31
H -0.69168 -2.78932 3.05144  0.69
H 0.24864 -3.99214 4.96148  0.56
H -1.00405 -5.85660 6.01574  0.37
H -3.23317 -6.48674 5.13573  0.35
H -4.17320 -5.28824 3.19304  0.36
H -2.57205 -5.58674 -0.91290  0.67
H -3.04005 -5.73106 0.79284  0.42
H -1.47070 -6.73314 2.35364  0.41
H 0.72821 -7.74025 2.80939  0.38
H 2.53854 -7.58841 1.12378  0.38
H 2.12154 -6.41242 -1.01908  0.39
H -0.07695 -5.41831 -1.47033  0.22
N 3.43853 -1.75151 0.14219  0.28
C 4.71647 -2.14563 0.03655  -0.34
C 4.76444 -3.44327 0.49619  -0.97
C 3.43165 -3.73391 0.85034  -0.44
N 2.63229 -2.70209 0.62566  -0.04
H 3.05728 -0.85849 -0.13849  -0.09
H 5.47047 -1.49246 -0.36825  0.46
H 5.62812 -4.08362 0.55714  0.37
H 3.01541 -4.64607 1.24841  0.57

=====

Below is the ion C7H14N3 with charge +1 in a non-equilibrium geometry, with properties calculated with wB97M-V/def2-TZVPD.

Its maximum force is 4.7 eV/Å. For the total energy, the calculation gives -438.92854 Eh. The energy relative to the best compared isomer or geometry (same formula, charge and spin) is 162.9 kcal per mole. The calculation puts the HOMO energy (alpha / beta) at -13.403 / -13.410 eV. As for the spin multiplicity: 1. For the orbital gap (alpha / beta), the calculation gives 8.2 / 8.2 eV. As for the net charge: +1.

Last column: natural (NBO) charge in e.
Cartesian coordinates (Å):
C -0.88759 -1.98767 -0.09773  0.09
C -1.33871 -0.23472 1.54786  0.19
C 2.57444 0.55826 -0.79626  -0.60
C 1.03571 2.02655 0.44684  -0.60
C 0.44587 1.23669 -1.93207  -0.62
C -2.75500 -2.11820 1.46200  -0.45
C 1.11183 0.89242 -0.56720  0.05
N 0.09016 -1.31056 -0.49497  -0.03
N 0.52148 -0.28673 -0.00779  -0.01
N -1.53445 -1.36683 1.06341  -0.36
H -1.09118 -3.03081 -0.14386  0.24
H -1.58287 0.22193 2.48189  0.24
H 2.79382 1.01661 -1.76078  0.24
H 3.28545 0.81819 0.05754  0.24
H 2.68512 -0.55433 -0.89203  0.22
H -0.06326 2.18764 0.41246  0.21
H 1.25573 1.78174 1.54121  0.24
H 1.47365 2.92246 0.02299  0.24
H 0.83289 2.23109 -2.20536  0.24
H 0.99772 0.60135 -2.73802  0.23
H -0.57649 1.10891 -2.00968  0.22
H -2.47338 -3.06558 2.03751  0.26
H -3.38536 -1.41272 2.04139  0.24
H -3.41557 -2.23570 0.53063  0.25

=====

Below is a cluster of 12 separate species, C23H49Cl22N4OS2 in total in a non-equilibrium geometry, with properties calculated with wB97M-V/def2-TZVPD.

Its maximum force is 1.2 eV/Å. For the total energy, the calculation gives -12120.25522 Eh. The calculation puts the HOMO energy at -10.565 eV. As for the spin multiplicity: 1. For the orbital gap, the calculation gives 7.2 eV. As for the net charge: +1.

Last column: Mulliken charge in e.
Cartesian coordinates (Å):
C 5.56961 -2.21514 1.48187  -1.24
C 4.84557 -0.87997 1.60736  0.05
O 3.41201 -1.13315 1.58507  -0.32
N 2.75664 -0.36262 0.68114  0.75
C 2.20062 0.77261 0.98523  -0.16
N 1.61438 1.52634 -0.03477  -0.24
N 2.21991 1.19931 2.29502  0.38
C 2.90538 2.51260 2.39396  -0.59
C 0.84514 1.22880 2.87330  0.23
C 0.35691 -0.19281 3.13155  -0.90
C -0.90964 -0.29503 4.03247  -0.88
S -1.77089 1.25912 4.41641  -0.25
C -3.22095 1.39897 3.39850  -0.14
S -4.37542 2.37962 3.99393  -0.08
N -3.35094 0.81338 2.12059  0.28
C -2.15558 0.93052 1.28782  0.22
C -2.52259 0.81266 -0.19274  -1.87
C -3.91489 -0.54241 2.10069  0.20
C -5.26707 -0.68956 2.79967  -1.40
H 6.57600 -2.13383 1.88343  0.40
H 5.02740 -2.96118 2.05939  0.32
H 5.59681 -2.52433 0.43899  0.29
H 5.11402 -0.18986 0.80837  0.16
H 5.08534 -0.40878 2.56042  0.29
H 2.73104 -0.73754 -0.26486  -0.20
H 0.61589 1.31732 -0.08203  0.13
H 2.03074 1.26346 -0.92913  0.10
H 3.57892 2.48198 3.24855  0.28
H 2.20340 3.32840 2.55814  0.36
H 3.49796 2.71878 1.50363  0.10
H 0.91099 1.79563 3.79729  -0.23
H 0.15718 1.76091 2.21122  0.43
H 0.15700 -0.72328 2.19607  0.25
H 1.17554 -0.72750 3.61380  0.63
H -0.59796 -0.67876 5.00258  0.61
H -1.58833 -1.03433 3.62356  0.18
H -1.39249 0.18364 1.53729  -0.12
H -1.75382 1.93045 1.45672  0.57
H -2.49436 -0.22056 -0.52354  0.17
H -3.50870 1.23095 -0.38141  0.42
H -1.81829 1.36659 -0.81749  0.54
H -3.22739 -1.29798 2.50159  0.15
H -4.06945 -0.80166 1.05260  0.02
H -5.51072 -1.75161 2.83658  0.42
H -6.03501 -0.16811 2.23361  0.33
H -5.24593 -0.33210 3.82549  0.35
C 4.97477 2.80546 -1.34262  -0.36
Cl 4.18570 1.50449 -2.26595  -0.04
Cl 6.38538 3.43912 -2.17735  -0.13
H 4.25653 3.60723 -1.21145  0.26
H 5.29153 2.40332 -0.38636  0.27
C -3.52205 -1.78472 -3.59554  -0.40
Cl -4.37967 -1.60459 -2.06189  -0.08
Cl -1.78538 -1.47954 -3.41205  -0.07
H -3.66218 -2.79865 -3.95200  0.28
H -3.92760 -1.06823 -4.29772  0.27
C -3.53926 -5.36637 -1.26624  -0.31
Cl -4.49274 -5.27772 -2.74940  -0.14
Cl -2.10591 -4.32612 -1.32538  -0.11
H -4.15973 -5.04984 -0.43642  0.26
H -3.21448 -6.39154 -1.13336  0.32
C -0.62754 0.99961 -6.22849  -0.11
Cl -1.00277 2.33389 -7.31539  -0.15
Cl 0.49083 1.49754 -4.94284  -0.09
H -1.54245 0.65454 -5.76343  0.09
H -0.15692 0.20579 -6.79543  0.24
C -5.93486 -9.03649 -4.18539  -0.26
Cl -6.71950 -8.80797 -2.61836  -0.14
Cl -4.20362 -8.68260 -4.11503  -0.14
H -6.06290 -10.06818 -4.48912  0.30
H -6.39380 -8.36562 -4.90140  0.25
C -3.95907 0.54727 7.59345  0.31
Cl -3.67450 -1.19949 7.49698  -0.17
Cl -3.08090 1.28440 8.93677  -0.17
H -3.62223 1.00391 6.66862  -0.24
H -5.01951 0.71330 7.73916  0.30
C 2.70891 -1.66151 -4.39324  -0.41
Cl 2.39398 -1.49248 -2.64590  -0.14
Cl 1.22961 -1.96497 -5.28986  -0.11
H 3.15684 -0.74054 -4.74824  0.22
H 3.38074 -2.50014 -4.52832  0.42
C 2.95054 4.16350 -4.94020  0.26
Cl 2.90782 5.23973 -6.33246  -0.15
Cl 3.08595 5.05173 -3.41227  -0.17
H 2.03824 3.58341 -4.91130  -0.14
H 3.81275 3.51176 -5.02945  0.22
C 2.85168 4.22456 6.55098  -0.38
Cl 1.52611 3.26719 5.86847  -0.09
Cl 3.82174 4.99955 5.29279  -0.15
H 2.42499 4.99370 7.18293  0.32
H 3.49110 3.56519 7.12485  0.30
C 10.22996 4.00388 -2.24623  0.28
Cl 11.19706 3.11968 -1.05976  -0.15
Cl 10.39368 5.75319 -2.07104  -0.14
H 10.55915 3.72244 -3.23924  0.28
H 9.18981 3.74304 -2.09432  -0.24
C -7.70553 -1.45240 -3.74772  -0.03
Cl -8.96719 -2.56493 -4.28008  -0.15
Cl -6.66085 -0.94847 -5.08760  -0.16
H -8.17342 -0.56880 -3.33068  0.30
H -7.09287 -1.95050 -3.00643  0.04

=====

Below is an isolated molecule of C5H12O2, with properties calculated with wB97M-V/def2-TZVPD.

Its structure (SMILES) is CO[C@@H](C)CCO. Its maximum force is 0.7 eV/Å. For the total energy, the calculation gives -348.16192 Eh. The energy relative to the best compared isomer or geometry (same formula, charge and spin) is 26.9 kcal per mole. The calculation puts the HOMO energy at -9.826 eV. As for the spin multiplicity: 1. For the orbital gap, the calculation gives 10.8 eV. As for the net charge: 0.

Last column: natural (NBO) charge in e.
Cartesian coordinates (Å):
C 1.69118 -0.54460 1.41934  -0.25
O 0.56693 0.05746 0.83347  -0.58
C 0.03252 -0.44479 -0.38698  0.11
C -0.43030 -1.89565 -0.27009  -0.64
C -1.12347 0.49752 -0.71999  -0.44
C -0.71287 1.97047 -0.79585  -0.06
O -0.45429 2.55456 0.45914  -0.73
H 1.88656 -1.56485 1.06121  0.17
H 1.50325 -0.61227 2.48937  0.19
H 2.60696 0.03564 1.24415  0.18
H 0.80486 -0.36980 -1.17263  0.16
H -1.22000 -1.99569 0.48308  0.21
H 0.38866 -2.56821 0.00508  0.21
H -0.82432 -2.23780 -1.23312  0.22
H -1.90462 0.39285 0.04564  0.21
H -1.55617 0.18609 -1.67882  0.21
H 0.15698 2.06168 -1.47045  0.15
H -1.52799 2.55155 -1.23952  0.18
H 0.11612 1.92585 0.92698  0.49